No. 1
A cluster of 7 separate species, C54H42FNO14S in total, computed with ωB97M-V/def2-TZVPD.

Results
SMILES: CCOCCc1ccc2c(c1)Nc1cccc(CC(=O)F)c1S2.O=C1C=CC(=O)C=C1.O=C1C=CC(=O)C=C1.O=C1C=CC(=O)C=C1.O=C1C=CC(=O)C=C1.O=C1C=CC(=O)C=C1.O=C1C=CC(=O)C=C1
E_tot: -3688.91136 a.u.
gap between HOMO and LUMO: 6.65 eV

Geometry as ORCA input:
```
! wB97M-V def2-TZVPD RIJCOSX def2/J DEFGRID3
* xyz 0 1
C 2.22283 -1.60663 1.73880
C 2.10892 -0.44804 0.75571
O 2.00305 0.77237 1.47603
C 2.36054 1.93859 0.76183
C 1.16237 2.88703 0.63664
C -0.06762 2.12637 0.21400
C -0.46955 2.11773 -1.11505
C -1.56183 1.35218 -1.52434
C -2.25092 0.61964 -0.57442
C -1.87800 0.65180 0.76801
C -0.78674 1.40098 1.16469
N -2.64609 -0.10809 1.71672
C -2.77164 -1.47802 1.29999
C -2.42287 -2.49386 2.17386
C -2.55586 -3.81396 1.77705
C -3.04856 -4.11499 0.51720
C -3.39166 -3.11104 -0.38348
C -3.91221 -3.43533 -1.77173
C -3.18832 -4.63449 -2.30487
O -3.57937 -5.75627 -2.20956
F -1.99196 -4.36552 -2.86921
C -3.24304 -1.78147 0.02117
S -3.62196 -0.40661 -1.03115
H 2.59419 -1.26343 2.70149
H 2.91891 -2.35384 1.35682
H 1.27285 -2.12486 1.86625
H 1.20144 -0.57555 0.15493
H 2.98666 -0.42860 0.10649
H 2.76943 1.71896 -0.22621
H 3.15256 2.44360 1.32113
H 1.01306 3.45231 1.55511
H 1.41321 3.60435 -0.14354
H 0.09446 2.68806 -1.84177
H -1.85629 1.31949 -2.56422
H -0.50126 1.41631 2.20641
H -3.59097 0.27883 1.68851
H -2.03890 -2.20843 3.14314
H -2.27853 -4.62180 2.43923
H -3.15751 -5.14710 0.21325
H -4.98213 -3.62318 -1.77405
H -3.71110 -2.59919 -2.44176
O 3.40188 4.24826 -1.32187
C 3.56678 4.36531 -2.51894
C 4.41862 5.43929 -3.08199
C 4.59571 5.56759 -4.39468
C 3.94432 4.63503 -5.34858
O 4.10018 4.74870 -6.54541
C 3.09112 3.55498 -4.78671
C 2.91802 3.43064 -3.47411
H 4.88366 6.10713 -2.36750
H 5.21690 6.35234 -4.81705
H 2.62835 2.88692 -5.50208
H 2.30491 2.65029 -3.03948
O 6.36482 8.04573 -4.89522
C 6.16985 8.94360 -5.69067
C 4.83563 9.57755 -5.81867
C 4.62114 10.55819 -6.69086
C 5.70920 11.05886 -7.57059
O 5.51451 11.95296 -8.36286
C 7.04439 10.42049 -7.43960
C 7.25732 9.43971 -6.56698
H 4.05888 9.19693 -5.16740
H 3.65700 11.03686 -6.80445
H 7.82118 10.80001 -8.09081
H 8.22028 8.95886 -6.45266
O 2.03882 -8.82406 3.31139
C 2.48240 -7.80029 2.83647
C 2.85830 -7.71967 1.40134
C 3.34457 -6.59704 0.88041
C 3.53138 -5.38286 1.71410
O 3.97281 -4.35632 1.24170
C 3.15044 -5.45850 3.14528
C 2.66458 -6.58289 3.66249
H 2.71264 -8.61935 0.81720
H 3.62659 -6.51078 -0.16124
H 3.28981 -4.55692 3.72300
H 2.37495 -6.66800 4.70119
O -7.27670 -6.90568 -7.00076
C -7.27326 -5.94254 -6.26663
C -8.02567 -4.70804 -6.61224
C -8.02103 -3.64783 -5.80887
C -7.26512 -3.65577 -4.53163
O -7.25850 -2.69250 -3.79432
C -6.51472 -4.88674 -4.18726
C -6.51590 -5.94794 -4.98854
H -8.56960 -4.72750 -7.54795
H -8.56043 -2.73806 -6.03970
H -5.96774 -4.87096 -3.25457
H -5.97268 -6.85471 -4.75454
O -0.44534 -3.76006 9.82085
C -0.11248 -3.86794 8.66196
C 1.02823 -3.09109 8.11160
C 1.39284 -3.20950 6.83811
C 0.67584 -4.12314 5.91495
O 1.01076 -4.23383 4.75316
C -0.46358 -4.89980 6.46205
C -0.82878 -4.78246 7.73556
H 1.53503 -2.43140 8.80409
H 2.21894 -2.65233 6.41431
H -0.97003 -5.55929 5.76856
H -1.65552 -5.33859 8.15850
O -3.06110 1.03475 6.29389
C -2.89415 2.17595 5.92122
C -2.72460 2.50215 4.48249
C -2.53910 3.75760 4.08071
C -2.49266 4.88110 5.04929
O -2.32364 6.02348 4.68150
C -2.66279 4.55361 6.48770
C -2.85005 3.30003 6.89119
H -2.76312 1.67070 3.78719
H -2.41253 4.01627 3.03645
H -2.62538 5.38885 7.17531
H -2.97699 3.03527 7.93317
*
```


No. 2
A structure of composition C54H43As2BrF5N5O2S2SeSn, computed with ωB97M-V/def2-TZVPD.

Results
E_tot: -13464.81267 a.u.
gap between HOMO and LUMO: 6.17 eV

Geometry as ORCA input:
```
! wB97M-V def2-TZVPD RIJCOSX def2/J DEFGRID3
* xyz 0 1
Sn -0.03105 -0.24115 -0.32013
C -0.36601 -4.87264 3.44028
S 0.48447 -5.02896 1.84581
C 0.54546 -3.37009 1.24100
S -0.57110 -2.18582 1.73663
N 1.52019 -3.24433 0.37421
N 1.70683 -2.02396 -0.16386
C 2.85436 -1.81630 -0.69455
C 3.23430 -0.48459 -1.12526
C 4.51463 -0.23948 -1.62002
C 4.88421 1.05480 -1.92911
C 3.96378 2.07677 -1.74218
C 2.70698 1.74953 -1.26563
N 2.35027 0.50825 -0.95260
H -0.89036 -5.80665 3.62610
H 0.37890 -4.70158 4.21496
H -1.06724 -4.04506 3.38846
H 3.58753 -2.61789 -0.73642
H 5.20633 -1.06264 -1.74123
H 5.87327 1.27158 -2.31008
H 4.21091 3.10542 -1.96306
H 1.94970 2.51267 -1.13022
C 1.40448 3.45601 2.47586
C 2.61204 2.51172 2.57545
As 2.10118 0.61660 2.73879
C 3.86481 -0.20921 2.63461
C 3.96954 -1.52618 3.08363
C 5.16960 -2.20953 3.00745
C 6.29380 -1.57855 2.48937
C 6.20537 -0.26702 2.04872
C 4.99355 0.40959 2.11185
C 1.95708 0.43524 4.68932
C 0.88998 -0.25332 5.25698
C 0.82988 -0.44667 6.63080
C 1.83265 0.05257 7.44767
C 2.89869 0.74520 6.88894
C 2.96072 0.93049 5.51741
As 0.06997 2.89114 1.10150
C -1.52888 2.84743 2.20982
C -2.71825 3.38719 1.73155
C -3.88088 3.30958 2.48173
C -3.86568 2.69010 3.72307
C -2.68785 2.13534 4.20264
C -1.52748 2.21023 3.44711
C -0.22714 4.61364 0.22840
C -0.37375 4.61403 -1.15713
C -0.60769 5.80013 -1.84041
C -0.69425 6.99305 -1.13885
C -0.55421 7.00023 0.24374
C -0.32416 5.81516 0.92517
H 1.76481 4.44859 2.20204
H 0.89161 3.54317 3.43531
H 3.26662 2.81896 3.39263
H 3.18464 2.58477 1.64694
H 3.09165 -2.01075 3.49837
H 5.23031 -3.23547 3.34723
H 7.24008 -2.10231 2.44055
H 7.08255 0.23639 1.66027
H 4.94304 1.43249 1.75500
H 0.10835 -0.64951 4.61719
H 0.00366 -0.99660 7.06358
H 1.78567 -0.09626 8.51882
H 3.68952 1.13201 7.51927
H 3.80676 1.45168 5.08417
H -2.73156 3.87466 0.76742
H -4.79679 3.74113 2.09490
H -4.76947 2.64014 4.31687
H -2.67215 1.64783 5.16970
H -0.61387 1.77406 3.83041
H -0.31684 3.67124 -1.69440
H -0.72541 5.78960 -2.91662
H -0.87347 7.92016 -1.66842
H -0.62839 7.93214 0.79005
H -0.23235 5.82055 2.00553
C -1.92420 -3.35007 -1.32062
O -2.26320 -2.03487 -0.90694
C -3.54091 -1.63064 -1.09723
C -4.55774 -2.46933 -1.51441
C -5.83306 -1.95269 -1.70765
Br -7.21643 -3.12872 -2.26465
C -6.11010 -0.62323 -1.52510
C -5.08379 0.24120 -1.12173
C -3.80071 -0.26407 -0.88215
O -2.78682 0.51901 -0.46438
C -5.31610 1.67760 -1.03207
N -4.35800 2.57010 -0.93417
C -4.96965 3.80655 -0.96586
C -4.42631 5.08989 -0.95067
C -5.30028 6.15736 -1.01152
C -6.68672 5.96983 -1.07958
C -7.24194 4.70415 -1.10850
C -6.36188 3.63146 -1.06110
N -6.54724 2.26586 -1.10492
H -2.40861 -4.09787 -0.68919
H -0.84576 -3.43636 -1.21148
H -2.18791 -3.50023 -2.36972
H -4.38085 -3.51713 -1.70153
H -7.10831 -0.25689 -1.71842
H -3.08426 1.46539 -0.55522
H -3.35469 5.24301 -0.91488
H -4.90640 7.16554 -1.01245
H -7.33538 6.83456 -1.12397
H -8.31352 4.56140 -1.16460
H -7.42878 1.79188 -1.17484
F 1.10060 1.53691 -8.44129
C 0.66102 1.18804 -7.23191
C 1.46462 1.35461 -6.11965
F 2.69144 1.87053 -6.25982
C 0.99786 0.98826 -4.87126
F 1.81009 1.17145 -3.81833
C -0.26427 0.44229 -4.67783
Se -0.94849 -0.08901 -2.98739
C -1.05349 0.29574 -5.81900
F -2.28309 -0.21289 -5.71283
C -0.60834 0.65528 -7.07615
F -1.38986 0.49207 -8.14617
*
```


No. 3
A structure of composition C54H43BrMoN6P2Se2Te, computed with ωB97M-V/def2-TZVPD.

Results
E_tot: -10807.51885 a.u.
gap between HOMO and LUMO (spin up / spin down): 6.19 / 5.65 eV

Geometry as ORCA input:
```
! wB97M-V def2-TZVPD RIJCOSX def2/J DEFGRID3
* xyz 2 3
Mo -1.66636 0.43248 -0.78405
Se 3.61295 -1.79381 3.63362
P 3.45115 0.05251 2.65448
C 3.38096 1.52872 3.68002
C 2.73478 2.69066 3.25488
C 2.77396 3.83600 4.04219
C 3.45889 3.81770 5.25193
C 4.09761 2.65897 5.67587
C 4.05899 1.51176 4.89229
C 4.82001 0.32970 1.50493
C 5.26246 -0.74146 0.72426
C 6.40296 -0.61140 -0.05787
C 7.13007 0.57573 -0.03275
C 6.70241 1.63755 0.75289
C 5.54138 1.52479 1.51125
C 1.82992 0.11197 1.76255
C 1.32777 0.19693 0.48334
N -0.03618 0.00237 0.57139
N -0.32304 -0.13568 1.87599
N 0.74200 -0.06799 2.58998
P 2.02844 0.32589 -1.13852
Se 0.43402 1.07517 -2.40954
C 2.51148 -1.31847 -1.62404
C 2.85444 -1.55735 -2.95936
C 3.21713 -2.83574 -3.35408
C 3.22479 -3.87383 -2.42403
C 2.86765 -3.63822 -1.10077
C 2.50792 -2.35817 -0.69488
C 3.40241 1.46450 -1.19346
C 3.19557 2.77198 -0.73551
C 4.20996 3.70533 -0.85521
C 5.41361 3.34792 -1.46373
C 5.61032 2.05667 -1.92494
C 4.60915 1.10201 -1.78035
H 2.20189 2.70331 2.30952
H 2.26874 4.74213 3.71582
H 3.48930 4.70952 5.87000
H 4.62209 2.64429 6.62481
H 4.53762 0.59645 5.22467
H 4.75648 -1.69704 0.79507
H 6.75337 -1.45414 -0.64701
H 8.04500 0.66445 -0.61224
H 7.28046 2.55707 0.78705
H 5.22224 2.35522 2.13196
H 2.82737 -0.75211 -3.68689
H 3.49353 -3.02549 -4.38831
H 3.51912 -4.87186 -2.73345
H 2.88564 -4.44645 -0.37634
H 2.25359 -2.17493 0.34634
H 2.24782 3.05418 -0.29371
H 4.06470 4.71619 -0.48600
H 6.20356 4.08565 -1.57072
H 6.55604 1.77800 -2.37994
H 4.78388 0.08165 -2.09773
Br -1.77211 2.57921 0.91811
C -3.67623 2.73146 0.97544
C -4.20115 3.73748 1.71399
C -5.60803 3.88215 1.74376
C -6.39293 3.03556 1.02195
C -5.83003 1.98385 0.24987
C -6.65679 1.11459 -0.50600
C -6.10626 0.10159 -1.22901
C -4.70715 -0.10179 -1.21236
C -3.84711 0.70909 -0.50943
C -4.42239 1.79364 0.22839
H -3.56224 4.41647 2.27023
H -6.04842 4.67560 2.33701
H -7.47411 3.15155 1.02841
H -7.73231 1.27032 -0.49282
H -6.73827 -0.56923 -1.80341
H -4.32309 -0.95647 -1.75639
N -2.73795 -0.43706 -3.87365
C -2.87041 0.94229 -3.67714
C -3.46082 1.65564 -4.71754
C -3.62214 3.01268 -4.60482
C -3.17489 3.65515 -3.45103
C -2.61281 2.89590 -2.46867
N -2.47282 1.54019 -2.54978
C -2.06992 -1.45518 -3.22047
C -1.88655 -2.64548 -3.93256
C -1.20237 -3.68584 -3.36331
C -0.69156 -3.54392 -2.06899
C -0.92486 -2.37607 -1.42154
N -1.62539 -1.33028 -1.96390
H -3.07448 -0.72361 -4.77075
H -3.78153 1.12703 -5.61091
H -4.08268 3.57410 -5.41179
H -3.26320 4.72809 -3.31869
H -2.24897 3.36120 -1.56544
H -2.27618 -2.72017 -4.94257
H -1.05032 -4.60283 -3.92112
H -0.12457 -4.32817 -1.58058
H -0.55639 -2.21761 -0.42136
C -4.11007 -2.52052 0.64525
Te -2.78094 -0.99855 1.39186
C -1.70144 -2.75655 1.97975
C -2.82515 -3.65381 2.43944
C -2.70524 -4.53209 3.51111
C -3.79532 -5.30617 3.89217
C -5.00989 -5.18581 3.22202
C -5.13971 -4.29137 2.16819
C -4.04406 -3.53444 1.76255
H -3.68919 -2.89698 -0.28759
H -5.11125 -2.14944 0.46363
H -0.98097 -2.50791 2.75133
H -1.18109 -3.16323 1.11533
H -1.76110 -4.61117 4.04771
H -3.70120 -5.99597 4.72465
H -5.86421 -5.78067 3.53324
H -6.09180 -4.18774 1.65652
*
```


No. 4
A cluster of 9 separate species, C54H45N9O18 in total, computed with ωB97M-V/def2-TZVPD.

Results
E_tot: -3930.98587 a.u.
gap between HOMO and LUMO (spin up / spin down): 2.37 / 5.82 eV

Geometry as ORCA input:
```
! wB97M-V def2-TZVPD RIJCOSX def2/J DEFGRID3
* xyz -1 2
C 2.34647 -0.28990 -0.71941
C 1.13400 -0.97224 -0.79049
C 0.05024 -0.51863 -0.00480
C 0.16451 0.61401 0.82258
C 1.37572 1.39258 0.78268
C 2.43698 0.86334 0.03340
N -0.98349 1.00587 1.68976
O -1.12199 2.15071 1.98189
O -1.78188 0.09698 1.99201
H 3.16897 -0.52575 -1.37839
H 1.00795 -1.75864 -1.51993
H -0.88247 -1.04781 -0.13296
H 1.46526 2.37973 1.21154
H 3.40480 1.33222 -0.06603
C 5.35851 -3.50158 1.93965
C 4.38122 -2.70716 1.31317
C 3.38256 -2.09989 2.10684
C 3.28186 -2.44043 3.47178
C 4.16159 -3.35644 4.04515
C 5.20548 -3.83376 3.28321
N 2.21133 -1.87852 4.33033
O 2.37077 -2.01485 5.57158
O 1.33010 -1.22358 3.76000
H 6.24250 -3.79030 1.39047
H 4.42341 -2.31154 0.30913
H 2.74510 -1.31740 1.72247
H 4.17539 -3.57241 5.10324
H 5.93800 -4.52277 3.67701
C -2.78725 3.19970 5.82442
C -3.25294 3.37095 7.15813
C -4.64525 3.48728 7.39401
C -5.51044 3.54163 6.23927
C -4.98991 3.32521 4.94987
C -3.63112 3.12273 4.77862
N -6.91760 3.81906 6.50240
O -7.77085 3.53858 5.66499
O -7.28895 4.33212 7.57877
H -1.72366 3.15953 5.64120
H -2.54942 3.48633 7.96939
H -4.94694 3.69601 8.40980
H -5.64720 3.41722 4.09787
H -3.27916 3.08530 3.75827
C -7.00833 -2.18630 -4.67519
C -7.50496 -2.47180 -3.42563
C -6.63046 -2.52985 -2.36262
C -5.23933 -2.11698 -2.55721
C -4.76862 -1.68437 -3.80687
C -5.68273 -1.64171 -4.86938
N -4.33255 -2.29413 -1.43048
O -4.64532 -3.06911 -0.49140
O -3.36915 -1.58910 -1.31058
H -7.64206 -2.21823 -5.54914
H -8.53945 -2.75106 -3.29060
H -6.91007 -2.80939 -1.35759
H -3.80321 -1.22378 -3.95599
H -5.38596 -1.36386 -5.86995
C -1.37895 -3.93669 0.47422
C -1.37132 -4.57155 -0.78096
C -0.15045 -5.03020 -1.29793
C 1.02346 -4.64914 -0.73653
C 1.04942 -3.90578 0.46373
C -0.12846 -3.70167 1.14178
N 2.27702 -4.90186 -1.45161
O 3.24380 -4.19772 -1.18068
O 2.27461 -5.61560 -2.48188
H -2.30568 -3.71167 0.98111
H -2.33774 -4.81074 -1.19953
H -0.15660 -5.65693 -2.17746
H 2.02984 -3.67004 0.85050
H -0.07147 -3.20419 2.09869
C -2.70966 -2.03311 -7.99035
C -1.56988 -2.79540 -8.33449
C -0.43234 -2.77237 -7.47995
C -0.44540 -2.03959 -6.27514
C -1.55085 -1.31930 -5.97777
C -2.67912 -1.33924 -6.78606
N 0.69006 -1.93960 -5.28977
O 1.80556 -2.40650 -5.65013
O 0.58260 -1.34371 -4.22021
H -3.53156 -1.97261 -8.68837
H -1.59616 -3.37265 -9.24690
H 0.44423 -3.27607 -7.85981
H -1.54797 -0.73111 -5.07199
H -3.52146 -0.73757 -6.47807
C -5.57599 1.39561 1.24895
C -4.89734 0.29503 1.00578
C -5.12117 -0.82741 1.82409
C -6.05518 -0.76549 2.83462
C -6.75682 0.38130 3.07912
C -6.48283 1.48570 2.26577
N -6.21064 -1.91543 3.73996
O -7.25346 -2.02119 4.35620
O -5.23954 -2.60799 3.97221
H -5.25673 2.29252 0.73901
H -4.13456 0.27154 0.24157
H -4.63028 -1.76392 1.60411
H -7.48983 0.54255 3.85572
H -7.02351 2.37071 2.56711
C 5.80663 7.86097 -0.19630
C 6.55740 6.97830 0.55182
C 6.01028 5.82840 1.09543
C 4.67210 5.53331 0.81104
C 3.87938 6.46945 0.09886
C 4.46504 7.61738 -0.40802
N 4.08521 4.27571 1.38426
O 4.74924 3.22634 1.50760
O 2.90166 4.31237 1.66535
H 6.33207 8.73696 -0.54696
H 7.62683 7.11333 0.61881
H 6.73491 5.15093 1.52242
H 2.81662 6.37733 -0.06985
H 3.84755 8.32995 -0.93467
C 8.83620 2.25644 -1.19860
C 9.05933 1.00190 -1.79796
C 7.98064 0.27526 -2.24928
C 6.67676 0.81655 -2.27359
C 6.46091 2.08383 -1.73163
C 7.53003 2.73246 -1.11717
N 5.47899 0.10637 -2.80296
O 4.44929 0.77900 -3.00562
O 5.66799 -1.07304 -3.05420
H 9.69195 2.80149 -0.82846
H 10.06679 0.62703 -1.69358
H 8.30943 -0.68193 -2.62620
H 5.47367 2.52063 -1.76264
H 7.43546 3.66851 -0.58681
*
```


Number 1: largest force on an atom 1.12 eV Å⁻¹. Number 2: largest force on an atom 0.90 eV Å⁻¹. Number 3: largest force on an atom 0.68 eV Å⁻¹. Number 4: largest force on an atom 5.42 eV Å⁻¹.